# C8H2Cl5NO

An isolated molecule of C8H2Cl5NO in a non-equilibrium geometry (ωB97M-V with the def2-TZVPD basis set, OMol25).

Results
- HOMO level (Eh) = -0.356
- SMILES = N#C[C@@H](O)c1c(Cl)c(Cl)c(Cl)c(Cl)c1Cl
- ΔE to the lowest compared entry with this formula, charge and spin (kJ/mol) = 0.00
- E (eV) = -74477.348
- Kohn-Sham gap (eV) = 9.39

Last column: natural (NBO) charge in e.
Atoms and positions in Å:
Cl -2.555 2.872 0.680  0.063
Cl -4.133 0.529 -0.596  0.068
Cl 0.398 -2.327 -1.327  0.082
Cl 0.468 2.532 1.297  0.058
Cl -2.720 -1.964 -1.550  0.072
O 2.606 0.055 -0.777  -0.686
N 2.434 -2.328 1.620  -0.284
C -0.345 1.271 0.444  -0.029
C -1.690 1.452 0.160  -0.078
C -0.342 -0.894 -0.686  -0.013
C -1.732 -0.740 -0.849  -0.086
C -2.397 0.421 -0.447  -0.045
C 1.830 -0.051 0.407  -0.010
C 0.353 0.103 0.034  -0.074
C 2.150 -1.331 1.097  0.237
H 3.500 -0.329 -0.611  0.488
H 2.174 0.730 1.102  0.238


# C8H32B2O8SSr

A structure of composition C8H32B2O8SSr in a non-equilibrium geometry (ωB97M-V with the def2-TZVPD basis set, OMol25).

Results
- HOMO level (Eh) = -0.039
- net charge = -2
- ΔE to the lowest compared entry with this formula, charge and spin (kJ/mol) = 1415.33
- E (eV) = -38205.526
- Kohn-Sham gap (eV) = 2.20

Last column: natural (NBO) charge in e.
Atoms and positions in Å:
Sr -0.039 1.504 -0.402  1.137
S -3.015 4.072 -5.414  2.563
O 3.425 -2.559 -1.817  -0.711
O -3.521 2.833 -5.944  -1.033
O -2.755 3.911 -4.034  -0.858
O -1.354 -1.979 3.800  -0.723
O -4.069 5.147 -5.317  -0.859
O -2.679 -2.244 -3.136  -0.719
O -1.808 4.595 -6.013  -0.970
O 2.914 2.955 3.489  -0.721
C -3.021 -4.373 -2.147  -0.637
C 5.040 -3.009 -3.599  -0.645
C 1.857 3.465 5.636  -0.634
C -3.612 -3.321 -3.110  -0.063
C 3.579 -3.100 -3.106  -0.061
C -1.687 -3.903 5.001  -0.626
C 3.089 2.891 4.860  -0.049
C -0.697 -2.830 4.723  -0.066
B -4.127 3.613 1.745  -0.853
B 3.000 3.813 -3.274  -0.846
H 2.062 3.458 6.707  0.203
H 5.396 -2.002 -3.817  0.231
H 3.401 1.910 5.218  0.148
H -0.485 -2.218 5.600  0.163
H -3.698 -3.715 -4.123  0.156
H -4.580 -3.004 -2.721  0.161
H -3.038 -1.704 -3.845  0.477
H 5.076 -3.681 -4.456  0.207
H -1.986 -4.561 4.185  0.216
H -3.672 -5.247 -2.110  0.200
H 3.505 3.227 -2.521  -0.060
H 3.605 4.690 -3.449  -0.011
H 2.955 3.331 -4.238  -0.026
H -5.121 4.015 1.864  -0.019
H -2.664 -3.962 -1.203  0.221
H 1.608 4.382 5.102  0.226
H 2.864 -2.510 -3.679  0.189
H 3.218 -4.115 -3.272  0.143
H -1.461 -4.566 5.837  0.199
H -2.216 -1.717 4.131  0.470
H 5.672 -3.603 -2.939  0.191
H -4.128 2.668 1.223  -0.047
H 2.089 4.128 -2.789  -0.044
H 4.162 -2.837 -1.267  0.456
H -2.038 -4.689 -2.498  0.205
H 3.877 3.615 5.064  0.142
H -3.659 3.553 2.715  -0.052
H 1.016 2.779 5.531  0.209
H -2.593 -3.391 5.325  0.191
H 0.190 -3.299 4.299  0.178
H -3.599 4.256 1.057  -0.023
H 3.719 3.329 3.124  0.476


# C8H32BeN16O8

A structure of composition C8H32BeN16O8 in a non-equilibrium geometry (ωB97M-V with the def2-TZVPD basis set, OMol25).

Results
- HOMO level (Eh) = -0.529
- net charge = +2
- ΔE to the lowest compared entry with this formula, charge and spin (kJ/mol) = 164.05
- E (eV) = -49434.853
- Kohn-Sham gap (eV) = 10.32

Last column: natural (NBO) charge in e.
Atoms and positions in Å:
O 9.581 12.504 -21.047  -0.718
O 10.253 14.776 -22.965  -0.744
O 7.516 14.302 -21.937  -0.739
O 11.704 14.405 -20.667  -0.768
O 10.610 17.059 -21.113  -0.713
O 8.178 13.636 -19.075  -0.712
O 10.533 15.454 -18.611  -0.742
O 8.109 16.543 -19.661  -0.723
N 12.180 18.684 -20.869  -0.838
N 6.119 14.312 -18.458  -0.848
N 5.320 14.306 -22.535  -0.827
N 9.888 12.716 -23.898  -0.869
N 6.772 12.854 -23.514  -0.834
N 6.704 12.128 -18.191  -0.821
N 10.266 14.537 -25.215  -0.811
N 11.254 14.145 -16.883  -0.823
N 10.107 19.223 -21.621  -0.839
N 6.459 17.928 -18.909  -0.829
N 9.554 15.662 -16.605  -0.826
N 10.021 10.269 -21.463  -0.834
N 12.931 15.566 -22.161  -0.820
N 11.599 11.609 -20.524  -0.844
N 8.653 18.294 -18.346  -0.847
N 13.888 14.781 -20.209  -0.825
C 10.321 11.522 -21.029  0.794
C 6.588 13.817 -22.584  0.802
C 10.133 14.051 -23.958  0.806
C 12.776 14.944 -20.974  0.813
C 7.757 17.522 -19.015  0.790
C 10.960 18.220 -21.255  0.795
C 7.096 13.364 -18.576  0.802
C 10.505 15.130 -17.418  0.803
Be 9.472 14.860 -20.727  1.716
H 10.361 20.192 -21.605  0.402
H 9.667 12.382 -22.972  0.428
H 9.050 10.022 -21.576  0.410
H 8.952 16.345 -17.027  0.413
H 7.718 12.590 -23.732  0.410
H 14.808 14.902 -20.596  0.405
H 10.598 9.527 -21.103  0.407
H 7.282 11.314 -18.280  0.416
H 10.103 12.087 -24.649  0.411
H 12.233 10.951 -20.947  0.390
H 12.819 18.057 -20.415  0.410
H 13.861 15.841 -22.419  0.397
H 5.748 12.016 -17.906  0.395
H 9.622 18.075 -18.521  0.427
H 5.858 17.243 -19.331  0.400
H 5.173 14.084 -18.211  0.395
H 12.157 15.491 -22.803  0.441
H 11.888 12.552 -20.299  0.429
H 9.468 15.395 -15.642  0.400
H 5.033 14.796 -21.708  0.403
H 11.331 13.876 -15.919  0.409
H 11.884 13.665 -17.501  0.399
H 12.459 19.645 -20.942  0.401
H 8.417 19.190 -17.961  0.406
H 6.146 18.653 -18.291  0.416
H 9.150 18.957 -21.767  0.411
H 10.264 13.889 -25.982  0.400
H 6.034 12.297 -23.905  0.405
H 13.777 14.163 -19.426  0.405
H 4.640 14.084 -23.238  0.407
H 10.491 15.502 -25.378  0.420
H 6.318 15.128 -19.010  0.405


# C8H32N12O8

A cluster of 8 separate species, C8H32N12O8 in total in a non-equilibrium geometry (ωB97M-V with the def2-TZVPD basis set, OMol25).

Results
- HOMO level (Eh) = -0.360
- SMILES = NC(N)=O.NC(N)=O.NC(N)=O.NC(N)=O.NC(N)=O.NC(N)=O.CO.CO
- ΔE to the lowest compared entry with this formula, charge and spin (kJ/mol) = 181.39
- E (eV) = -43080.565
- Kohn-Sham gap (eV) = 9.72

Last column: natural (NBO) charge in e.
Atoms and positions in Å:
O -2.114 11.918 -6.397  -0.677
O 7.736 8.851 -9.169  -0.731
O 7.205 14.374 -9.025  -0.649
O -0.838 10.016 -10.499  -0.726
O 1.767 9.865 -9.226  -0.783
O -1.109 6.101 -9.343  -0.658
O 4.057 5.140 -11.599  -0.640
O 2.347 13.212 -10.414  -0.716
N 5.509 12.720 -8.950  -0.860
N 0.982 13.007 -8.647  -0.832
N -2.819 11.153 -8.452  -0.859
N -0.755 10.651 -7.651  -0.867
N 0.204 7.428 -8.066  -0.849
N 5.675 6.643 -12.332  -0.843
N 3.491 7.217 -12.172  -0.864
N 0.354 9.245 -12.292  -0.856
N -1.167 10.941 -12.510  -0.809
N 6.434 13.523 -7.091  -0.860
N 1.149 6.259 -9.752  -0.856
N 2.548 14.656 -8.685  -0.857
C 6.454 13.597 -8.462  0.776
C -1.932 11.252 -7.409  0.768
C 4.447 6.248 -11.913  0.770
C 2.752 10.083 -10.248  -0.249
C -0.501 10.141 -11.673  0.799
C -0.011 6.580 -9.089  0.762
C 1.924 13.656 -9.340  0.766
C 7.055 9.174 -10.390  -0.248
H 3.322 14.958 -9.255  0.419
H -0.033 10.707 -6.955  0.405
H -0.798 11.019 -13.440  0.395
H 6.876 14.298 -6.626  0.404
H 5.840 12.872 -6.619  0.380
H 3.583 10.630 -9.801  0.176
H 7.288 8.360 -11.074  0.160
H -0.558 7.717 -7.478  0.414
H -3.767 11.367 -8.200  0.405
H 5.997 9.280 -10.158  0.177
H 6.430 5.993 -12.206  0.419
H 5.719 7.558 -12.731  0.393
H 2.331 10.792 -10.960  0.195
H 8.407 8.188 -9.336  0.465
H 0.570 8.375 -11.840  0.410
H -2.535 10.555 -9.211  0.409
H 0.677 12.082 -8.893  0.434
H 2.514 7.034 -12.062  0.397
H 1.001 5.909 -10.683  0.401
H 3.200 9.209 -10.720  0.152
H 3.799 8.117 -12.493  0.373
H 4.838 12.365 -8.304  0.396
H 7.505 10.111 -10.723  0.177
H 0.899 9.642 -9.604  0.487
H 2.141 15.143 -7.909  0.398
H 0.695 9.433 -13.217  0.391
H 5.379 12.840 -9.943  0.412
H 1.126 7.800 -7.921  0.396
H -0.633 10.033 -8.437  0.409
H 1.988 6.720 -9.451  0.393
H 0.818 13.418 -7.744  0.381
H -1.910 11.492 -12.117  0.424